1.
18
Properties=species:S:1:pos:R:3:lowdin_charge:R:1 method="wB97M-V/def2-TZVPD" homo_ev=-13.5 multiplicity=1 gap_ev=10.293 charge=+1
H 0.940 -0.032 -0.573 0.09
H -0.923 2.078 -0.057 0.13
H 0.037 -0.257 1.626 0.13
N 0.770 0.988 -0.664 0.19
H -2.812 -0.087 0.729 0.11
H 2.226 -1.849 -1.698 0.08
H -2.016 -1.791 -1.043 0.07
H 1.711 1.395 -0.683 0.17
C -1.429 -1.312 -0.265 0.01
H -0.475 -1.840 -0.189 0.06
C -0.077 1.579 0.420 -0.13
H 0.340 1.130 -1.571 0.17
C -0.712 0.468 1.261 -0.20
C -1.779 -0.354 0.599 -0.15
H -1.048 0.907 2.208 0.12
H 2.638 -2.019 -0.257 0.08
H 0.392 2.369 1.001 0.13
O 2.215 -1.376 -0.845 -0.05

---

2.
18
Properties=species:S:1:pos:R:3:lowdin_charge:R:1 method="wB97M-V/def2-TZVPD" homo_ev="-22.4 / -22.4" multiplicity=1 gap_ev="5.732 / 5.725" charge=+3
O 1.992 1.241 -0.282 0.28
O -2.437 1.260 -3.421 0.29
Hf -1.409 0.506 -0.348 1.86
C -2.098 0.971 -2.355 -0.08
O -0.830 -0.591 -2.309 -0.09
C -0.145 1.394 2.530 -0.04
H -1.379 -0.142 2.260 0.22
H 2.418 -2.249 -2.012 0.24
C 1.257 0.431 -0.680 0.01
C -0.319 -1.046 -1.069 -0.43
O 3.194 -1.028 -1.131 0.28
O -0.924 0.601 1.703 -0.25
C -0.877 -1.801 -0.018 -0.14
H 0.878 1.028 2.506 0.12
C 2.030 -1.416 -1.401 0.22
H -0.179 2.404 2.109 0.13
H -0.539 1.388 3.535 0.14
O -0.634 -2.952 0.383 0.26

---

3.
23
Properties=species:S:1:pos:R:3:lowdin_charge:R:1 method="wB97M-V/def2-TZVPD" homo_ev="-11.6 / -11.6" multiplicity=1 gap_ev="8.044 / 8.046" charge=+1
H 0.285 1.770 -1.523 0.08
H 1.772 2.650 -0.964 0.11
C 1.200 1.733 -1.005 -0.05
H 0.646 1.765 0.884 0.15
H -1.987 -0.041 2.347 0.14
C -2.092 -0.387 0.272 -0.16
H 1.803 1.188 -1.685 0.08
H 2.076 -1.201 -0.982 0.15
C -2.510 -0.437 -1.172 -0.06
H 2.112 1.248 0.862 0.19
C 0.880 -1.166 -0.699 -0.15
N -2.485 -0.210 1.403 0.17
H -3.648 -0.358 -1.361 0.12
C 0.796 -0.827 1.825 -0.08
H 0.562 -2.188 -0.636 0.08
H -2.016 0.619 -1.527 0.13
H -0.128 -1.159 2.373 0.08
H 1.158 0.012 2.390 0.06
H 1.498 -1.679 1.700 0.10
H -1.943 -1.358 -1.657 0.12
N 1.208 1.121 0.335 0.01
H 0.374 -0.727 -1.623 0.07
C 0.438 -0.368 0.443 -0.32

---

These records have energy above the lowest of the compared OMol25 structures with the same formula, charge and spin values of 1.307, 5.025, 5.749 eV, in the order they appear.